# C64H160N8O20

12 unconnected molecules or ions with the total composition C64H160N8O20 in a non-equilibrium geometry (ωB97M-V/def2-TZVPD, OMol25).

Cartesian coordinates (Å):
O 20.8133 23.0840 23.5871
O 18.2506 11.9985 26.9230
O 21.3338 18.3141 18.4943
O 15.2964 16.5028 26.6008
O 25.5230 15.7081 13.9206
O 22.2200 14.7933 17.1776
O 11.7999 12.8695 27.0153
O 14.8236 20.8869 12.0796
O 17.9042 11.8302 19.0371
O 12.1240 16.8463 22.7250
O 15.3054 18.9517 17.8437
O 14.9341 20.7085 22.4816
O 19.5163 12.7154 23.5007
O 17.8769 17.1366 20.7561
O 17.6708 26.0717 25.0739
O 20.9443 15.0370 12.4848
O 25.0166 11.7284 18.2282
O 18.8827 19.7764 26.7845
O 13.8372 14.3322 17.0497
O 14.1985 21.9483 25.6160
N 18.5731 10.4814 21.5247
N 20.1167 20.6662 21.0915
N 15.6197 23.6482 23.3191
N 16.7292 20.9030 25.0835
N 13.3924 15.6298 19.6502
N 19.7632 15.2330 19.8279
N 15.3421 12.5515 27.4290
N 16.2478 19.9161 15.3451
C 17.5909 19.7641 24.7494
C 20.8423 19.4405 20.6090
C 21.0846 18.1546 17.1137
C 26.3998 11.6482 16.2320
C 20.4429 19.2352 19.0913
C 13.8425 14.1839 15.6718
C 19.6083 12.3174 26.9225
C 15.8434 16.3360 27.8901
C 16.2083 11.6281 28.2493
C 20.2686 24.3430 24.0667
C 23.7534 11.3579 18.8114
C 19.3006 10.3916 22.8402
C 16.7121 18.6380 15.9525
C 20.2329 13.8531 23.7370
C 13.4440 15.7353 21.1012
C 15.9428 19.7322 13.9468
C 17.7125 12.0658 28.2532
C 19.0145 19.7514 25.3583
C 13.3235 23.0151 25.7182
C 20.0042 19.6704 27.5660
C 16.1254 20.7509 26.4169
C 10.8283 17.2894 23.0417
C 12.0446 16.2120 21.4674
C 20.8443 14.4838 11.1814
C 17.2483 11.9134 17.8312
C 14.5539 21.9604 21.9594
C 10.7511 13.6907 26.4446
C 13.4611 20.4545 11.9433
C 14.6708 15.5317 18.8918
C 14.4357 15.5723 17.4331
C 18.3047 15.0350 19.8011
C 16.6835 18.6287 17.4945
C 15.2037 19.3270 19.2381
C 19.8717 22.3773 22.7436
C 20.7752 13.0165 11.4036
C 24.1869 13.7369 13.2510
C 20.6590 21.1050 22.4011
C 17.7060 26.4234 26.4334
C 17.7565 15.7175 21.0604
C 20.3078 14.8945 18.5054
C 23.7927 11.8904 20.2108
C 15.9823 15.8978 25.5376
C 13.9806 12.0924 27.3544
C 16.5507 24.8410 23.4360
C 26.2350 16.8246 13.4630
C 21.8425 14.9912 18.4980
C 17.1896 16.9002 28.1809
C 15.0826 15.9262 24.3672
C 19.4397 10.6470 20.3855
C 16.6387 25.1760 24.8770
C 13.1174 13.0022 26.4682
C 17.5824 18.0396 21.7638
C 25.0714 11.3085 16.8490
C 23.5861 14.7712 16.9736
C 13.8342 19.9302 22.8681
C 18.6755 10.6306 19.0979
C 15.2210 21.9598 26.5869
C 21.1551 16.4413 12.4123
C 26.8096 17.4670 14.6889
C 15.3150 21.0203 13.4121
C 21.6004 16.8618 13.8074
C 15.6804 22.9651 22.0423
C 25.1353 14.8465 12.7926
C 20.2193 11.5476 23.2000
H 19.3640 24.2219 24.6467
H 20.5455 20.2030 18.5610
H 20.0248 12.0283 25.9739
H 18.1089 9.7338 18.9676
H 20.1842 17.5561 16.8095
H 20.8647 16.6753 14.5869
H 15.7840 20.2512 19.4135
H 11.3129 15.3934 21.5512
H 13.3487 19.4290 12.3255
H 13.5356 13.1436 15.4871
H 18.3381 15.4852 22.0037
H 19.8826 9.4323 22.8501
H 19.6095 19.6630 28.6213
H 10.2068 16.3811 23.1724
H 16.5099 17.9178 21.9933
H 26.7200 12.6389 16.4518
H 16.8138 24.2244 25.3764
H 20.7532 14.1527 22.7887
H 13.5771 12.1312 28.3801
H 21.9169 16.6059 11.5975
H 21.7017 14.8094 10.5792
H 20.3014 17.0817 12.1034
H 27.0110 16.4342 12.8122
H 10.3549 17.9096 22.3169
H 15.1278 19.0017 13.8125
H 21.9579 19.5915 20.6045
H 19.0225 22.2880 23.3878
H 18.5701 27.0621 26.5124
H 16.0937 25.6511 22.8608
H 16.9729 17.6927 17.8773
H 16.1094 10.5850 27.9489
H 22.1826 16.0020 18.8364
H 19.8934 12.7818 12.0446
H 11.7428 16.9365 20.6423
H 20.6006 18.5765 21.2277
H 12.9521 20.4098 22.4500
H 16.6072 22.4444 21.8161
H 16.0565 17.8398 15.5556
H 23.6281 14.2191 16.0926
H 19.5073 18.7722 24.9869
H 15.1258 14.5641 19.2047
H 24.7976 10.2466 16.7600
H 23.9773 15.7717 16.7447
H 14.8203 21.8100 27.6264
H 13.7466 22.4070 22.5306
H 21.0259 13.6218 24.3899
H 20.5845 18.6860 27.5030
H 24.0142 12.9744 20.0904
H 15.2549 15.1352 23.6106
H 23.7128 10.2601 18.7578
H 24.1359 14.2047 17.7580
H 15.6952 25.5617 25.2173
H 23.9174 13.1957 12.3493
H 12.7262 21.1642 12.3278
H 15.8651 22.8937 26.5513
H 20.9876 19.1446 16.6913
H 17.9154 11.7594 16.9259
H 19.6425 20.5878 25.0514
H 14.0791 15.8415 24.8577
H 17.5912 24.6753 23.0431
H 16.8187 19.3748 13.3318
H 22.8235 11.7671 20.6909
H 19.8915 15.4568 17.6607
H 20.0035 16.1689 20.1129
H 10.4743 13.4715 25.3817
H 22.5796 16.3653 13.9668
H 14.1302 19.5944 19.3770
H 17.6850 18.4290 15.6145
H 16.4854 11.0787 17.7657
H 20.1230 25.0970 23.1975
H 20.7650 12.3756 10.5101
H 23.2992 14.0947 13.7544
H 21.8554 17.5583 16.7002
H 18.1873 13.9580 19.7804
H 27.1440 10.9807 16.6849
H 15.8082 11.6068 29.2850
H 13.0333 23.1398 26.7451
H 17.9751 16.2945 27.6953
H 14.1633 18.9405 22.4778
H 16.1656 21.7132 13.2931
H 26.0311 17.6638 15.4517
H 14.1595 16.4851 21.3973
H 21.0917 24.8016 24.6433
H 13.2777 20.4273 10.8762
H 16.8535 27.0843 26.7101
H 15.5162 18.5081 19.8948
H 24.6242 11.3997 20.7291
H 14.4852 21.4514 14.0389
H 26.0577 14.4717 12.4176
H 16.7661 12.8842 17.7806
H 21.6881 12.7064 11.8950
H 20.9905 11.7202 22.4205
H 19.9214 14.8453 10.7277
H 15.4020 20.1805 15.8317
H 20.1587 9.8292 20.3755
H 26.3663 11.5123 15.1642
H 15.6063 19.8421 26.5148
H 15.3610 15.6532 16.8683
H 17.3918 16.8236 29.2538
H 27.5491 16.8472 15.1825
H 18.3402 11.4398 28.8753
H 17.7588 15.5473 18.9523
H 20.2207 11.8290 27.7185
H 12.8769 14.7998 19.3706
H 18.1418 17.8867 22.7263
H 19.6648 13.4023 26.9678
H 17.2578 17.9903 28.0016
H 19.4984 14.5417 24.0476
H 13.7965 16.4032 17.1189
H 16.9858 16.3915 25.3501
H 18.4337 10.2022 23.5419
H 25.6122 17.5445 12.8475
H 17.8365 13.1260 28.6157
H 13.1691 14.9228 15.1751
H 17.7933 19.7067 23.6860
H 20.0117 13.8731 18.2934
H 17.1088 18.8204 24.9837
H 13.6586 23.9478 25.2689
H 17.3997 19.3258 17.8900
H 9.9175 13.3416 27.0279
H 16.9224 20.8376 27.1522
H 24.3377 11.8714 16.2467
H 14.8801 14.3235 15.2857
H 19.4256 18.8801 19.0455
H 21.7081 21.3006 22.3313
H 20.4631 20.3365 23.1402
H 19.9469 11.6653 20.4405
H 15.1232 16.9092 23.8288
H 17.7899 19.0060 21.3712
H 24.7701 13.0842 13.8816
H 16.7494 15.4939 21.2949
H 20.1298 21.4138 20.3654
H 10.9172 17.7635 24.0260
H 15.9943 20.8115 24.3938
H 13.6570 14.7834 21.5320
H 22.2809 14.2533 19.1316
H 19.6144 22.9897 21.8367
H 13.5192 14.0187 26.5185
H 14.1128 21.8692 20.9676
H 10.9248 14.7807 26.4940
H 20.7554 11.2479 24.1574
H 16.2227 14.8367 25.7826
H 13.8038 19.9118 23.9850
H 15.9017 15.2443 28.0954
H 17.8953 11.2482 21.6060
H 15.6722 23.0068 24.0757
H 20.6756 20.5080 27.3649
H 15.1161 16.7087 28.5942
H 15.6107 23.7374 21.2622
H 22.9838 11.7611 18.1855
H 24.7276 15.4513 11.9708
H 15.2503 16.4389 19.1160
H 21.6762 17.9476 13.7420
H 13.1319 12.5864 25.4748
H 13.8365 11.0702 26.9716
H 15.7153 12.5503 26.4611
H 19.3956 10.6337 18.2581
H 27.2566 18.4491 14.4719
H 17.6448 25.6007 27.1170
H 12.3628 22.8521 25.1607

The value obtained for the largest force on an atom is 3.11 eV/A. For the LUMO energy, the calculation gives 0.019 hartree. The HOMO energy is -8.461 eV. Its gap between HOMO and LUMO is 8.99 eV. The SMILES is COCCNCCOC.COCCNCCOC.COCCNCCOC.COCCNCCOC.COCCNCCOC.COCCNCCOC.COCCNCCOC.COCCNCCOC.CCOCC.CCOCC.CCOCC.CCOCC. The calculation puts the total energy at -4476.7290 Eh.